Record 1
{"formula": "C38H32BN11O3V", "method": "wB97M-V/def2-TZVPD", "gap_ev": [7.1, 7.4], "spin_multiplicity": 3, "homo_energy_ev": [-4.484, -4.737], "total_charge": -1, "symbols": ["V", "O", "O", "O", "N", "N", "N", "N", "N", "N", "N", "N", "N", "N", "N", "C", "C", "C", "C", "C", "C", "C", "C", "C", "C", "C", "C", "C", "C", "C", "C", "C", "C", "C", "C", "C", "C", "C", "C", "C", "C", "C", "C", "C", "C", "C", "C", "C", "C", "C", "C", "C", "C", "B", "H", "H", "H", "H", "H", "H", "H", "H", "H", "H", "H", "H", "H", "H", "H", "H", "H", "H", "H", "H", "H", "H", "H", "H", "H", "H", "H", "H", "H", "H", "H", "H"], "xyz": [[-0.569958, -0.015384, -0.292854], [1.704147, -1.902266, -4.007323], [0.290973, -0.441947, -2.011622], [-1.614165, 1.238032, 0.944421], [3.705447, -0.862361, 3.177425], [0.612779, -1.704251, 0.333441], [-1.206122, 1.718385, -1.453443], [3.702040, -1.691925, -1.196914], [-2.002200, 2.665597, -0.795295], [3.951811, -0.823768, 1.849145], [1.171773, 1.245694, 0.339556], [3.382078, -0.537600, -0.573022], [1.808723, -1.732655, 0.955514], [2.170576, 0.789621, 1.137477], [-1.483075, -0.981423, 1.740492], [-0.898607, 2.061917, -2.648528], [0.159126, 1.859527, -4.834480], [-4.407795, 4.715305, 3.134649], [5.855753, -1.420668, 2.782095], [-3.565937, -1.486777, 2.757517], [-3.907769, 3.486569, 3.542053], [0.452238, 0.055480, -3.196200], [4.253943, -1.336268, -2.343777], [0.159249, -2.951799, 0.324465], [-2.732471, -1.368105, -2.083660], [1.075607, -2.800728, -3.099091], [-3.171530, 2.708421, 2.660329], [-2.340912, -1.115928, -0.764444], [-2.754516, -1.371524, 1.628413], [5.228524, -1.167220, 1.583618], [4.306740, 0.061661, -2.480846], [-4.695969, -2.570352, -1.379384], [-0.957876, -0.744298, 2.933421], [-3.886508, -2.075917, -2.397006], [1.065489, -3.811089, 0.948253], [-2.934432, 3.154275, 1.364443], [-1.685967, -0.865855, 4.105714], [-4.342692, -2.336237, -0.060696], [1.389513, -0.093336, -5.435373], [-2.139245, 2.289403, 0.443047], [3.740115, 0.528585, -1.318617], [-3.188535, -1.610905, 0.235072], [1.031591, 2.535635, 0.631815], [-0.084103, 1.305289, -3.568693], [-3.021788, -1.231334, 4.002776], [1.164808, -0.664116, -4.200902], [1.937592, 2.929056, 1.616639], [2.103698, -2.987270, 1.326357], [4.850019, -1.211513, 3.741477], [-4.171428, 5.162639, 1.840127], [-3.439609, 4.385833, 0.956752], [2.644309, 1.782649, 1.904836], [0.907304, 1.178425, -5.763180], [2.818272, -0.574360, 0.849809], [6.879547, -1.712115, 2.938125], [-1.297086, 3.015151, -2.997635], [3.449731, 1.599481, 2.593895], [-0.809422, -3.160239, -0.099436], [-2.113063, -0.999897, -2.897165], [3.536856, 1.533852, -0.987150], [-4.610248, -1.748231, 2.660071], [1.105048, 1.601334, -6.739152], [-4.981285, 5.324203, 3.823040], [-2.772331, 1.747946, 2.958497], [1.957581, -0.673755, -6.152524], [-0.257543, 2.834193, -5.062795], [4.666705, 0.639264, -3.314144], [-3.249098, 4.714699, -0.055768], [-1.223922, -0.664639, 5.061941], [-0.012925, -2.751355, -3.182836], [1.418914, -3.794233, -3.390083], [0.976967, -4.871958, 1.098671], [4.566525, -2.092177, -3.045685], [3.037185, -3.205083, 1.815656], [-4.560623, 6.121250, 1.519140], [0.082694, -0.433019, 2.945419], [2.055726, 3.903505, 2.055485], [4.910940, -1.301406, 4.814960], [-4.154034, -2.251446, -3.433176], [1.371440, -2.595024, -2.073493], [5.584026, -1.212302, 0.568032], [-3.638328, -1.309431, 4.890313], [-4.090457, 3.132229, 4.549052], [-5.588029, -3.139146, -1.611980], [0.278095, 3.122788, 0.132441], [-4.960614, -2.743253, 0.732482]], "forces_ev_per_a": [[-0.7272, -0.1622, 0.2788], [0.0329, 0.1043, -0.0510], [0.1459, 0.0743, 0.0769], [0.1107, 0.4472, -0.1346], [-0.0396, 0.0488, 0.0354], [0.2808, -0.3861, -0.1045], [-0.0389, 0.0274, 0.0215], [0.0484, -0.0439, 0.0398], [0.0153, -0.1189, 0.0327], [-0.0721, -0.1563, 0.1226], [0.0339, 0.1820, 0.4758], [0.0741, -0.0965, 0.0132], [0.0519, 0.0868, -0.0187], [-0.0822, -0.0731, -0.1547], [0.0770, -0.0703, 0.0870], [0.0674, -0.0377, -0.0853], [0.0145, -0.0109, -0.0345], [-0.0058, 0.0046, 0.0083], [0.0056, 0.0033, -0.0427], [0.0675, -0.0382, 0.0436], [0.0045, 0.0101, -0.0160], [-0.1401, -0.1361, 0.0466], [-0.0036, -0.0154, -0.0281], [-0.0473, 0.0375, 0.0186], [-0.0807, -0.0121, -0.0631], [-0.0278, -0.1009, 0.0771], [-0.0141, 0.0286, 0.0029], [0.2760, 0.1578, -0.4147], [-0.0532, 0.0208, -0.0935], [0.1022, 0.0687, -0.0614], [0.0106, 0.0304, 0.0314], [0.0202, 0.0193, 0.0084], [0.0296, -0.0241, 0.1015], [0.0184, 0.0070, 0.0289], [0.0152, 0.0474, 0.0039], [-0.0196, -0.0773, -0.0676], [-0.0196, -0.0191, -0.0417], [-0.0727, -0.0122, -0.0022], [0.0073, 0.0049, 0.0001], [-0.0760, 0.1993, -0.0010], [-0.0619, 0.0881, -0.0202], [-0.0040, -0.0571, 0.1155], [-0.0672, -0.0503, -0.1652], [-0.0725, 0.1332, 0.0123], [0.0053, 0.0014, 0.0264], [0.0119, -0.0063, -0.0398], [0.0510, 0.0606, 0.0017], [0.0325, -0.1022, 0.0233], [-0.0235, -0.0066, 0.0421], [-0.0092, 0.0155, 0.0079], [0.0081, -0.0222, 0.0017], [0.1375, 0.0113, 0.0280], [-0.0098, -0.0223, 0.0257], [-0.0186, 0.0587, -0.1152], [0.0175, -0.0081, -0.0033], [0.0238, -0.0174, -0.0127], [0.0157, -0.0047, 0.0148], [-0.0186, -0.0061, -0.0267], [-0.0169, -0.0091, 0.0055], [-0.0001, 0.0143, 0.0085], [0.0051, -0.0234, -0.0358], [0.0011, -0.0021, -0.0071], [0.0002, 0.0021, -0.0004], [0.0094, -0.0088, 0.0064], [0.0026, -0.0047, -0.0041], [0.0019, 0.0071, -0.0073], [-0.0009, 0.0147, -0.0140], [-0.0002, 0.0014, -0.0007], [0.0143, 0.0044, 0.0016], [0.0157, -0.0045, 0.0130], [-0.0065, 0.0052, -0.0166], [0.0014, -0.0196, 0.0006], [0.0074, -0.0271, -0.0138], [0.0104, -0.0018, 0.0068], [-0.0022, -0.0003, 0.0045], [-0.0030, -0.0028, 0.0104], [0.0046, 0.0184, 0.0106], [-0.0035, -0.0033, 0.0172], [-0.0013, -0.0048, -0.0106], [-0.0101, -0.0366, -0.0568], [0.0104, -0.0108, -0.0134], [0.0019, 0.0005, 0.0029], [-0.0035, 0.0013, 0.0084], [-0.0070, -0.0030, -0.0014], [-0.0309, -0.0079, 0.0117], [-0.0074, 0.0163, 0.0177]], "lowdin_spin": [1.90, 0.00, 0.01, 0.00, 0.00, 0.00, -0.01, 0.00, 0.00, 0.00, 0.00, 0.00, 0.00, 0.00, 0.00, 0.02, 0.00, 0.00, 0.00, 0.00, 0.00, 0.00, 0.00, 0.00, 0.01, 0.00, 0.00, -0.02, 0.00, 0.00, 0.00, 0.01, 0.00, 0.00, 0.00, 0.00, 0.00, 0.00, 0.01, 0.00, 0.00, 0.01, 0.01, 0.01, 0.00, 0.00, 0.00, 0.00, 0.00, 0.00, 0.00, 0.00, 0.01, 0.00, 0.00, 0.00, 0.00, 0.00, 0.00, 0.00, 0.00, 0.00, 0.00, 0.00, 0.00, 0.00, 0.00, 0.00, 0.00, 0.00, 0.00, 0.00, 0.00, 0.00, 0.00, 0.00, 0.00, 0.00, 0.00, 0.00, 0.00, 0.00, 0.00, 0.00, 0.00, 0.00]}

=====

Record 2
{"formula": "C21H22N2O5", "method": "wB97M-V/def2-TZVPD", "gap_ev": 8.2, "spin_multiplicity": 1, "homo_energy_ev": -8.025, "total_charge": 0, "symbols": ["O", "O", "O", "O", "O", "N", "N", "C", "C", "C", "C", "C", "C", "C", "C", "C", "C", "C", "C", "C", "C", "C", "C", "C", "C", "C", "C", "C", "H", "H", "H", "H", "H", "H", "H", "H", "H", "H", "H", "H", "H", "H", "H", "H", "H", "H", "H", "H", "H", "H"], "xyz": [[-1.822380, 2.163744, -1.159503], [-3.532935, -1.800025, 0.722589], [-3.823455, 0.682470, 0.236211], [4.179937, -0.186426, 0.152006], [0.947676, -3.193692, -1.177125], [2.021938, -1.247338, -1.559485], [1.755973, -0.970892, 1.581389], [-3.442167, -3.171488, 1.025608], [0.918436, -1.979328, -1.245030], [-1.337979, -1.878994, -0.313625], [-0.372063, -0.359136, 2.474506], [1.960463, 0.297215, 1.171418], [3.345252, -1.814235, -1.465361], [0.996742, 1.316032, 1.425180], [1.243629, 2.645410, 1.037038], [-2.662796, 0.147000, -0.233133], [-0.324063, -1.200140, -0.981247], [3.965253, -1.571368, -0.078776], [2.416222, 2.962514, 0.407255], [-0.193149, 0.937412, 2.083443], [-2.495684, -1.222956, 0.059026], [-0.489873, 0.142005, -1.292189], [-0.866570, 2.850236, -1.929550], [0.654151, -1.278412, 2.202583], [-4.381063, 1.828430, -0.367421], [3.157923, 0.647880, 0.474349], [3.356400, 1.970808, 0.122420], [-1.641499, 0.824352, -0.915820], [3.252321, -2.888958, -1.631396], [-2.599878, -3.382378, 1.692309], [4.275644, 2.222966, -0.383615], [4.962345, -2.015738, -0.040824], [0.565988, -2.314045, 2.504478], [3.325677, -2.001884, 0.693884], [-5.398989, 1.885172, 0.018431], [0.272421, 0.672990, -1.837848], [-4.410482, 1.736084, -1.455657], [2.623265, 3.980778, 0.112506], [0.107796, 2.883158, -1.430377], [-1.271973, -0.677552, 2.976053], [-1.252577, 3.864054, -2.028320], [-3.837403, 2.736762, -0.099146], [3.976605, -1.369622, -2.239861], [-0.948791, 1.687648, 2.268732], [1.975086, -0.246264, -1.454438], [-3.345242, -3.778842, 0.120425], [0.501875, 3.399468, 1.255275], [-1.177428, -2.923162, -0.102654], [-0.756470, 2.409136, -2.925351], [-4.374086, -3.420854, 1.530619]], "forces_ev_per_a": [[-0.2101, -0.4287, 0.3423], [0.0991, 0.3585, -0.0832], [0.4882, -0.2106, 0.1122], [-0.1213, 0.3069, 0.2451], [-0.0449, -0.2274, 0.1685], [-0.0403, 0.2864, -0.1131], [0.1210, -0.3466, 0.2251], [0.0118, -0.2170, 0.0298], [0.2366, 0.1776, -0.2629], [-0.0398, -0.0574, -0.0760], [-0.0317, 0.4522, -0.0149], [-0.2276, 0.4557, 0.1254], [0.3625, -0.0527, 0.3156], [0.3813, -0.1764, -0.1025], [0.0884, 0.1653, -0.0303], [-0.1435, -0.1138, -0.0063], [-0.5540, 0.1222, 0.1764], [-0.1327, -0.7991, -0.4400], [-0.3406, 0.0635, 0.1262], [-0.0413, -0.3402, 0.1374], [-0.0512, 0.2383, -0.1658], [0.0914, -0.1266, -0.0523], [0.2137, 0.1346, -0.1361], [0.1370, -0.0460, 0.0011], [-0.2869, 0.4141, -0.1086], [0.1164, 0.5967, -0.0807], [0.1201, -0.5203, -0.0212], [-0.1980, 0.0562, 0.0173], [0.0990, 0.0923, -0.0450], [-0.0115, -0.0055, -0.0294], [0.1037, -0.0179, -0.0598], [-0.0801, 0.0264, -0.0289], [-0.1242, -0.1102, 0.0534], [0.2985, 0.0436, -0.2166], [0.0451, 0.0048, -0.0591], [0.0748, 0.1043, -0.0354], [0.0083, -0.0053, 0.0420], [0.0002, 0.0916, -0.0053], [-0.0575, -0.0247, -0.0586], [-0.1115, -0.0347, 0.0392], [0.0743, -0.0413, -0.0326], [-0.1024, -0.1058, -0.0463], [-0.0028, -0.1053, 0.0419], [-0.0911, 0.0622, 0.0105], [-0.1270, -0.1173, -0.0069], [0.0171, 0.0227, 0.0345], [-0.0788, 0.0961, 0.0145], [-0.0181, -0.1083, 0.0528], [-0.0041, -0.0038, 0.0337], [0.0845, -0.0297, -0.0268]], "lowdin_charge": [-0.11, -0.06, -0.05, -0.03, 0.07, 0.08, 0.12, -0.07, -0.45, 0.03, -0.04, -0.15, -0.13, -0.16, -0.06, -0.13, -0.13, -0.16, -0.08, 0.00, -0.20, 0.03, -0.07, -0.12, -0.07, -0.22, 0.00, -0.19, 0.12, 0.09, 0.12, 0.13, 0.12, 0.10, 0.09, 0.11, 0.10, 0.11, 0.08, 0.11, 0.10, 0.09, 0.12, 0.13, 0.11, 0.10, 0.12, 0.12, 0.10, 0.10]}

=====

Record 3
{"formula": "H2NOP", "method": "wB97M-V/def2-TZVPD", "gap_ev": 10.9, "spin_multiplicity": 1, "homo_energy_ev": -10.996, "total_charge": 0, "symbols": ["P", "O", "N", "H", "H"], "xyz": [[-0.083821, 0.374912, -0.026771], [-0.954353, 1.496333, 0.102993], [-0.520187, -1.061768, -0.394382], [1.015104, 0.796120, 0.579567], [0.543259, -1.605596, -0.261407]], "forces_ev_per_a": [[-1.9071, -1.8446, -0.1770], [-1.7557, 2.3610, -0.2589], [4.9998, -1.7720, 0.4302], [2.4591, -0.2192, 0.5822], [-3.7961, 1.4749, -0.5765]], "lowdin_charge": [0.55, -0.37, -0.25, -0.01, 0.08]}

=====

In g mol⁻¹, the M values for the records above are, in order, 752.504, 382.416, 62.996.
In eV, the ΔE to the lowest compared entry with this formula, charge and spin values for the records above are, in order, 0.000, 3.294, 2.132.